A cluster of 14 separate species, C28H78F4O14S12 in total in a non-equilibrium geometry. Source: the Open Molecules 2025 dataset; level of theory: ωB97M-V with the def2-TZVPD basis set.

Cartesian coordinates (Å):
S1 7.512251 3.806668 -4.836616
S2 1.748501 -4.546542 8.575294
S3 6.276441 -3.750932 -6.397806
S4 -2.878129 10.001048 0.033684
S5 -7.284289 2.351948 2.589314
S6 1.519731 8.154478 -5.527546
S7 -4.846259 5.002508 8.353534
S8 7.379971 -0.275072 6.245004
S9 2.629071 -9.869902 2.748244
S10 -1.267009 -9.207662 -6.642496
S11 -4.531559 3.150758 -4.726316
S12 -9.154649 -3.733992 -3.019616
F1 0.288311 2.541488 0.870924
F2 1.224531 1.130408 2.274224
F3 -0.508219 -2.660442 -5.709386
F4 2.410481 2.456138 1.242034
O1 6.671571 3.323388 -5.984226
O2 2.210761 6.959378 -6.130276
O3 -8.830979 -2.592872 -3.980796
O4 -4.234289 10.657318 0.162874
O5 6.781591 -1.515652 6.907574
O6 -3.542759 3.311718 -5.914616
O7 2.332591 -10.041682 1.272774
O8 -0.306109 -10.419512 -6.487396
O9 -8.022489 2.263378 1.273924
O10 0.414351 -4.981832 9.152434
O11 1.413001 1.076158 -1.450126
O12 0.448421 -0.241452 0.199154
O13 5.263041 -2.887732 -7.061896
O14 -4.749869 6.492328 7.957404
C1 2.475571 8.278068 -3.959746
C2 6.850181 -0.374282 4.547784
C3 -4.678199 4.986468 10.230744
C4 -6.210899 3.183968 -5.486646
C5 -2.438239 9.225918 1.632994
C6 -0.488479 -2.320562 0.641954
C7 -8.148419 1.269328 3.820714
C8 2.418261 -3.460932 9.913554
C9 2.204851 9.719768 -6.184416
C10 -0.366679 -8.113612 -7.852266
C11 0.745651 -1.557472 0.200614
C12 -4.670829 1.418598 -4.157716
C13 1.004571 -9.779692 3.645344
C14 -5.756699 1.323138 2.315554
C15 6.165591 -5.357982 -7.289466
C16 8.294971 2.243288 -4.144406
C17 -0.968369 -8.079022 -5.226356
C18 -8.877749 -3.110072 -1.286776
C19 -3.076569 8.410188 -0.836286
C20 3.227231 -8.099612 2.893114
C21 1.453961 0.707358 -0.066946
C22 1.268961 -3.037022 7.537854
C23 9.059581 4.560518 -5.636656
C24 -7.641629 -4.817372 -3.071226
C25 5.506051 -4.101722 -4.739906
C26 -3.147649 4.303128 8.119334
C27 6.382711 1.241328 6.585694
C28 1.356991 1.722368 1.140234
H1 -2.191919 7.809398 -1.047306
H2 2.720241 7.249268 -3.695496
H3 0.119791 -8.016072 -5.221056
H4 3.752351 -7.978102 3.840524
H5 -2.343649 4.966478 8.438194
H6 -1.042129 -2.095612 1.553524
H7 -9.100249 1.678028 4.159974
H8 -3.506069 8.617698 -1.816366
H9 8.646851 1.522338 -4.882316
H10 1.345291 -9.479082 4.636114
H11 0.943591 -1.923492 -0.806836
H12 -1.410439 -8.599972 -4.377066
H13 1.444421 -1.833402 0.990344
H14 2.338721 -7.470992 2.951994
H15 -8.216169 -2.246832 -1.214486
H16 5.346701 -3.218412 -4.121456
H17 1.810661 8.693048 -3.202256
H18 3.416791 8.827708 -3.969166
H19 -9.872009 -2.832292 -0.936936
H20 -3.717629 5.315858 10.626854
H21 -3.747089 1.257728 -3.601896
H22 -7.565909 -5.358922 -4.014136
H23 5.252111 -5.942312 -7.178946
H24 -5.178599 1.409458 3.235584
H25 7.023291 -5.924332 -6.926546
H26 5.351461 0.944988 6.393844
H27 -4.683079 0.764138 -5.029276
H28 7.403551 0.261988 3.857104
H29 6.649631 1.608908 7.576524
H30 -5.960849 0.260968 2.180634
H31 2.130801 -2.493722 7.150364
H32 1.714201 10.624338 -5.825066
H33 -3.053879 3.309168 8.556744
H34 -4.854319 3.988878 10.633094
H35 -3.683719 7.713998 -0.257676
H36 2.951981 -4.031612 10.673534
H37 7.464581 1.793748 -3.599916
H38 0.476611 -10.733172 3.630304
H39 -6.918559 3.311318 -4.667436
H40 -1.189769 -2.273402 -0.191156
H41 -6.403449 4.083198 -6.071806
H42 -8.258379 0.278808 3.379274
H43 3.055311 -2.672632 9.512484
H44 1.582821 -2.890652 10.319654
H45 3.284051 9.612188 -6.075556
H46 -3.201549 8.612658 2.111924
H47 -0.136849 -3.343922 0.773124
H48 -6.550449 2.304338 -6.033516
H49 9.694881 4.866428 -4.805436
H50 0.294231 -9.046502 3.263304
H51 1.969471 9.742398 -7.248456
H52 -1.939299 9.958108 2.267864
H53 9.489771 3.746858 -6.220606
H54 6.701841 2.060828 5.941744
H55 -5.151859 1.658638 1.473114
H56 -1.331599 -7.053672 -5.295826
H57 6.123811 -4.807502 -4.184606
H58 -8.518059 -3.872402 -0.595716
H59 -6.832089 -4.088522 -3.032256
H60 -7.429629 1.166228 4.633614
H61 -5.458559 5.587578 10.697434
H62 2.333171 0.106988 0.166794
H63 -7.597049 -5.420882 -2.164646
H64 6.958171 -1.414212 4.239594
H65 4.498251 -4.505572 -4.836476
H66 0.796611 -2.205232 8.060454
H67 -1.080529 -7.327752 -8.099136
H68 3.869441 -7.801412 2.064414
H69 0.570491 -3.262622 6.732024
H70 -5.552169 1.364068 -3.518696
H71 -0.036009 -8.690542 -8.715926
H72 0.491511 -7.667062 -7.350076
H73 9.116981 2.533098 -3.489876
H74 5.806551 -0.082812 4.429594
H75 -1.689179 8.445708 1.497774
H76 -3.068059 4.035848 7.065614
H77 8.861651 5.389368 -6.316316
H78 6.355431 -5.215092 -8.353256

Forces on atoms 1 to 3 (eV/Å):
0.492 -0.985 -1.773
-2.345 2.457 0.782
-1.635 0.355 0.032

Results
E: -7344.05309 hartree
HOMO energy: -1.1149 eV
Largest force on an atom: 5.749 eV/A
Multiplicity: 1
Total charge: -2